Record 1
2 unconnected molecules or ions with the total composition C5H12Cl2Si in a non-equilibrium geometry. Source: the OMol25 dataset; level of theory: wB97M-V/def2-TZVPD.

CARTESIAN COORDINATES (ANGSTROEM)
C1 -0.9376 -0.3336 -1.8264
C2 -1.8760 -0.2679 0.6083
C3 -0.4072 1.4948 -0.2592
C4 2.0455 -0.5094 1.5098
C5 -0.6378 0.0762 -0.2819
Si1 0.8398 -1.0350 0.2071
Cl1 1.1417 -2.9653 -0.0373
Cl2 3.5883 1.5826 -0.5290
H1 -1.1667 -1.4336 -1.9388
H2 -1.6986 0.3405 -2.1674
H3 -0.0505 -0.1253 -2.4883
H4 -1.6216 -0.3203 1.5849
H5 -2.3793 -1.2440 0.3365
H6 -2.6134 0.5945 0.5426
H7 0.5779 1.7372 -0.7986
H8 -1.3035 1.8656 -0.8003
H9 -0.4446 1.8625 0.8370
H10 3.0846 -0.5596 1.1465
H11 1.7971 0.4588 1.9795
H12 2.0619 -1.2188 2.3749

Properties
Gap between HOMO and LUMO   5.722 eV

Mulliken atomic charge list, values in e, 6 entries: atom 1 (C): -1.552, atom 2 (C): -1.651, atom 3 (C): -1.398, atom 4 (C): -0.935, atom 5 (C): 1.305, atom 6 (Si): 0.505



Record 2
A single C4H7NO2 molecule. Source: the OMol25 dataset; level of theory: wB97M-V/def2-TZVPD.

CARTESIAN COORDINATES (ANGSTROEM)
O1 0.4572 1.8399 -1.3406
C1 0.3702 0.9410 -0.5381
C2 1.4423 0.4165 0.3974
N1 0.8238 -0.7628 0.9960
C3 -0.2578 -1.2414 0.1268
C4 -0.8620 0.0601 -0.3948
O2 -1.5527 -0.0592 -1.6034
H1 2.3458 0.2235 -0.2031
H2 1.7022 1.1703 1.1515
H3 1.4929 -1.4890 1.2193
H4 -0.9685 -1.8334 0.7105
H5 0.0707 -1.8437 -0.7361
H6 -1.4899 0.5103 0.3937
H7 -1.3491 0.7477 -2.1048

Properties
Gap between HOMO and LUMO   10.287 eV
Structure (SMILES)   O=C1CNC[C@@H]1O

Mulliken atomic charge list, values in e, 6 entries: atom 1 (O): -0.599, atom 2 (C): 0.368, atom 3 (C): -0.402, atom 4 (N): -0.386, atom 5 (C): -0.674, atom 6 (C): 0.235



Record 3
2 unconnected molecules or ions with the total composition C2H8NP in a non-equilibrium geometry. Source: the OMol25 dataset; level of theory: wB97M-V/def2-TZVPD.

CARTESIAN COORDINATES (ANGSTROEM)
C1 -0.6038 1.2010 -0.3214
C2 -1.1734 -1.3483 -0.2455
N1 2.7916 -0.1534 0.4840
P1 -0.3042 -0.1298 0.8335
H1 -1.6692 1.4447 -0.3049
H2 -0.1267 0.9871 -1.2313
H3 -0.1685 2.0793 0.1795
H4 -0.8768 -2.3516 -0.1978
H5 -1.1013 -0.9185 -1.2175
H6 -2.1538 -1.2477 0.1007
H7 2.3311 0.7853 0.4613
H8 3.0550 -0.3481 1.4595

Properties
Gap between HOMO and LUMO (spin up / spin down)   9.163 / 7.586 eV

Mulliken atomic charge list, values in e, 6 entries: atom 1 (C): -1.104, atom 2 (C): -0.887, atom 3 (N): -0.500, atom 4 (P): 0.062, atom 5 (H): 0.378, atom 6 (H): 0.383



Record 4
A molecular structure, C15H31N2O7PSScSi2 in a non-equilibrium geometry. Source: the OMol25 dataset; level of theory: wB97M-V/def2-TZVPD.

CARTESIAN COORDINATES (ANGSTROEM)
Sc1 0.5373 0.8577 -0.4641
O1 3.5878 2.5926 -1.2656
S1 2.2554 2.3068 -1.7173
O2 1.8690 2.8817 -2.9778
O3 2.0104 0.7785 -1.7515
O4 1.2210 2.6722 -0.6294
C1 -1.5944 2.2013 -2.9025
Si1 -2.3390 0.7365 -2.0282
C2 -2.0777 -0.7237 -3.1668
C3 -4.1899 1.0047 -2.0237
N1 -1.5086 0.5046 -0.5436
C4 -1.9652 0.4610 0.7877
C5 -3.3193 0.4460 1.1325
C6 -3.7595 0.4564 2.4544
C7 -2.8346 0.4850 3.4793
C8 -1.4769 0.4783 3.1650
C9 -1.0045 0.4425 1.8529
N2 0.3724 0.4010 1.5386
Si2 1.6488 0.8811 2.5830
C10 3.2185 0.8140 1.5638
C11 1.4791 2.6075 3.2495
C12 1.8862 -0.2794 4.0453
H1 -1.8967 2.2235 -3.9550
H2 -0.4989 2.1923 -2.9070
H3 -1.8984 3.1424 -2.4367
H4 -2.5563 -0.5413 -4.1344
H5 -2.5054 -1.6371 -2.7451
H6 -1.0129 -0.8973 -3.3576
H7 -4.4920 1.2096 -3.0551
H8 -4.5004 1.8488 -1.4023
H9 -4.7283 0.1151 -1.6832
H10 -4.0481 0.4401 0.3345
H11 -4.8220 0.4487 2.6676
H12 -3.1508 0.5021 4.5155
H13 -0.7488 0.4874 3.9696
H14 3.5020 1.8073 1.2083
H15 3.1354 0.1894 0.6691
H16 4.0511 0.4135 2.1499
H17 1.5098 3.3147 2.4158
H18 2.3051 2.8363 3.9297
H19 0.5373 2.7535 3.7856
H20 1.5877 -1.2995 3.7824
H21 1.2878 0.0243 4.9105
H22 2.9351 -0.2989 4.3578
C13 -1.0195 -3.3876 -0.9670
O5 0.4020 -3.2590 -0.9583
P1 1.0436 -1.8081 -1.2771
O6 2.5039 -2.0915 -0.6325
C14 2.5612 -2.4394 0.7549
O7 1.3973 -1.8643 -2.8336
C15 2.6455 -2.3127 -3.3661
H23 -1.2743 -4.2520 -0.3584
H24 -1.3843 -3.5424 -1.9826
H25 -1.5002 -2.5001 -0.5470
H26 3.5913 -2.3031 1.0730
H27 2.2591 -3.4772 0.8911
H28 1.9111 -1.7912 1.3470
H29 2.5535 -2.2534 -4.4473
H30 2.8538 -3.3400 -3.0683
H31 3.4476 -1.6595 -3.0289

Properties
Net charge   -1
Gap between HOMO and LUMO   6.908 eV

Mulliken atomic charge list, values in e, 6 entries: atom 1 (Sc): -0.591, atom 2 (O): -0.661, atom 3 (S): 0.974, atom 4 (O): -0.647, atom 5 (O): -0.355, atom 6 (O): -0.559



Record 5
A molecular structure, C3H6MgO3 in a non-equilibrium geometry. Source: the OMol25 dataset; level of theory: wB97M-V/def2-TZVPD.

CARTESIAN COORDINATES (ANGSTROEM)
O1 1.9426 2.2350 0.7683
Mg1 0.3533 1.8589 -0.1036
C1 -2.0437 -0.2193 -0.0794
O2 -0.6500 0.1173 -0.0780
C2 0.2371 -0.9913 -0.0675
C3 1.5628 -0.4594 -0.5567
O3 2.6718 -0.7092 -0.2612
H1 -2.5943 0.6956 -0.3175
H2 -2.2317 -0.9870 -0.8403
H3 -2.3300 -0.5823 0.9157
H4 -0.1097 -1.7806 -0.7535
H5 0.3573 -1.3905 0.9528
H6 2.8346 2.2128 0.4210

Properties
Net charge   +1
Gap between HOMO and LUMO (spin up / spin down)   7.466 / 8.230 eV
2S+1   2
⟨S²⟩   0.753

Mulliken atomic charge list, values in e, 6 entries: atom 1 (O): -0.736, atom 2 (Mg): 1.037, atom 3 (C): -0.609, atom 4 (O): -0.237, atom 5 (C): 0.064, atom 6 (C): -0.131



Record 6
A molecular structure, C19H33BCl4OSn in a non-equilibrium geometry. Source: the OMol25 dataset; level of theory: wB97M-V/def2-TZVPD.

CARTESIAN COORDINATES (ANGSTROEM)
Cl1 2.6620 -2.4972 3.6819
B1 1.9955 -0.7817 3.4374
Cl2 2.3111 0.3611 4.8959
Cl3 2.8074 -0.0347 1.9093
O1 0.5870 -0.9327 3.1230
C1 -0.2999 0.1236 2.9030
C2 -1.6291 -0.1399 3.5901
C3 -2.4214 0.9609 3.8574
C4 -3.7765 0.8227 4.1491
C5 -4.3266 -0.4478 4.2433
Cl4 -6.0310 -0.6170 4.2958
C6 -3.5077 -1.6138 4.0947
C7 -2.1309 -1.4102 3.8086
H1 0.0999 1.1493 3.0948
H2 -1.9913 1.9374 3.8353
H3 -4.4313 1.6923 4.2578
H4 -3.9433 -2.5970 4.1611
H5 -1.5049 -2.3181 3.7833
C8 1.6290 -2.0356 -5.1549
C9 1.3117 -2.1164 -3.6426
C10 1.8645 -0.9433 -2.7985
C11 1.6604 -1.2021 -1.2887
Sn1 0.4092 0.2767 -0.2664
C12 1.4406 2.0902 -0.9850
C13 2.8817 2.2939 -0.4699
C14 3.4607 3.6963 -0.7959
C15 4.8409 3.9231 -0.1616
C16 -1.2959 0.1806 -1.7214
C17 -2.2251 -1.0462 -1.7180
C18 -3.5540 -0.8183 -0.9381
C19 -4.3448 -2.1184 -0.6594
H6 -0.3782 0.3581 1.8071
H7 1.2797 -2.9388 -5.6909
H8 1.1219 -1.1764 -5.6324
H9 2.7226 -1.9385 -5.2826
H10 0.2274 -2.1534 -3.5178
H11 1.7375 -3.0420 -3.2332
H12 2.9295 -0.7909 -3.0607
H13 1.3735 -0.0083 -3.1320
H14 1.2076 -2.1661 -1.0619
H15 2.5898 -1.1270 -0.7322
H16 1.4758 2.1113 -2.0752
H17 0.7997 2.9072 -0.6533
H18 2.9240 2.1412 0.6202
H19 3.5450 1.5344 -0.9205
H20 3.5335 3.7845 -1.8864
H21 2.7441 4.4418 -0.4325
H22 5.2595 4.9193 -0.4048
H23 4.7715 3.8544 0.9297
H24 5.5493 3.1721 -0.5391
H25 -1.8073 1.1059 -1.5301
H26 -0.8148 0.2318 -2.7027
H27 -2.5050 -1.3105 -2.7552
H28 -1.6975 -1.9367 -1.3196
H29 -3.3404 -0.3185 0.0121
H30 -4.1613 -0.1456 -1.5510
H31 -5.3291 -1.9151 -0.2041
H32 -4.5114 -2.6599 -1.6120
H33 -3.7947 -2.7723 0.0395

Properties
Gap between HOMO and LUMO   6.423 eV

Mulliken atomic charge list, values in e, 6 entries: atom 1 (Cl): -0.320, atom 2 (B): 0.509, atom 3 (Cl): -0.327, atom 4 (Cl): -0.296, atom 5 (O): -0.388, atom 6 (C): 0.102



The records above give, respectively, energy above the lowest of the compared OMol25 structures with the same formula, charge and spin values of 113.88 28.85 63.88 0.00 16.78 40.02 kcal per mole.